(one)
# C11H14N2O2

A cluster of 2 separate species, C11H14N2O2 in total (ωB97M-V with the def2-TZVPD basis set, OMol25).

Structure (XYZ):
```
29
Properties=species:S:1:pos:R:3:mulliken_charge:R:1
H 0.80061 -3.07740 -2.80494 0.354
H -0.70605 -2.21188 0.43723 0.494
C 0.14078 -2.66023 -2.03074 -0.671
N 0.08817 -0.40167 0.87317 -0.402
C -1.23322 2.17707 2.25349 -0.120
C -0.36392 2.38783 3.06411 -0.183
H -2.61775 -0.08395 -3.67748 0.316
C 0.11875 -1.57000 0.26455 -0.405
H 3.21667 2.53642 0.40310 0.218
H -0.58332 -3.45602 -1.52869 0.355
C 1.49870 1.45009 0.94058 0.498
H 0.03318 1.44155 4.81769 0.278
N 0.74160 0.60534 0.54189 0.068
H -1.75114 1.82056 1.32207 0.367
C -4.30414 -0.81183 -2.60132 -0.588
C -3.01465 -0.89416 -3.06645 -0.431
H -5.08315 -0.01181 -2.78588 0.244
H 2.22085 3.17850 1.72156 0.394
C 2.31123 2.45552 1.04409 -1.038
O -2.57527 -2.91641 -1.95154 -0.564
H 1.35246 -1.03132 -1.46591 0.260
C 0.40108 2.28847 4.24617 -0.912
H 1.74452 -2.69993 -0.80914 0.291
H 0.24915 3.19969 4.90762 0.285
H -4.70798 -1.58718 -1.98345 0.247
O -0.84985 -1.77570 -2.57355 -0.343
H 1.46339 2.05192 4.05184 0.280
C 0.94407 -1.91865 -0.92185 -0.244
C -2.16928 -1.92618 -2.45293 0.954
```

As for the HOMO energy: -8.19 eV. The structure (SMILES) is C=C=N/N=C\CCOC(=O)C=C.C#CC. The value obtained for the lowest unoccupied orbital energy is 0.44 eV. The value obtained for the HOMO-LUMO gap is 8.6 eV.

=====

(two)
# C11H14N2O2

The molecule C11H14N2O2 (ωB97M-V with the def2-TZVPD basis set, OMol25).

Structure (XYZ):
```
29
Properties=species:S:1:pos:R:3:mulliken_charge:R:1
C 0.38335 0.84774 -0.53501 0.283
C -1.54827 -1.90336 1.19799 -0.663
H -2.59274 -2.13321 1.37699 0.386
C -0.57888 2.38414 -2.05204 -0.173
C -0.95348 -1.94488 2.54943 -0.619
C -1.51644 -0.58845 0.41228 -0.658
N -0.65382 1.84942 -0.88679 -0.663
H -1.36710 3.12106 -2.32083 0.403
O 1.30086 2.80260 0.67214 -0.547
H 2.01972 -0.19652 -1.50688 0.248
H 1.15393 -2.18852 2.47506 0.345
H 1.38321 0.18011 -3.94838 0.298
H 0.64456 -0.98335 3.45299 0.451
H -1.69587 -0.65141 -0.68518 0.421
O 1.85775 0.37617 1.60183 -0.602
H 0.26491 -0.92274 -1.70875 0.365
C 0.51075 -1.36358 2.50399 -0.972
C 0.33889 1.90951 -3.07975 -0.530
C 0.76957 -0.19007 1.50048 0.676
C 1.58419 1.76428 0.11997 0.243
H 0.38537 2.52603 -4.03677 0.308
N -0.09929 -0.00762 0.50039 0.157
H -0.97873 -2.92382 3.03090 0.387
H -1.38193 -1.29735 3.35804 0.274
H -1.25469 -2.69406 0.47885 0.272
C 0.85844 -0.02081 -1.75876 -0.571
H 2.54762 1.39818 -0.23060 0.290
H -2.26251 0.14850 0.55424 0.426
C 0.88062 0.70201 -3.03584 -0.237
```

As for the HOMO energy: -8.75 eV. The structure (SMILES) is O=C[C@]1(N2CCCCC2=O)CC=CC=N1. The value obtained for the lowest unoccupied orbital energy is 0.47 eV. The value obtained for the HOMO-LUMO gap is 9.2 eV.

=====

Quick one: most stable of them? (two)

=====

(one)
# C16H18ClN3O4S

The molecule C16H18ClN3O4S (ωB97M-V with the def2-TZVPD basis set, OMol25).

Structure (XYZ):
```
43
Properties=species:S:1:pos:R:3:mulliken_charge:R:1
H -0.39376 -2.65040 5.50580 0.359
C 1.25203 1.86665 -3.28087 0.774
Cl 3.69355 4.99622 -3.66811 -0.215
H -0.95956 -2.51660 2.49587 0.290
H 2.60592 -1.40864 4.00631 0.347
H -3.46868 -2.20172 -1.41199 0.327
N -0.67297 -0.76098 3.62372 -0.021
C 2.14708 1.82532 -5.50692 -0.537
O -3.03388 0.02512 3.41081 -0.730
C -2.42143 -0.86099 0.49935 -0.463
H 0.49870 1.90399 -1.39204 0.012
H 3.51063 3.40558 -6.01908 0.414
C -2.63236 -1.64369 -1.82821 -0.886
H -3.22435 -1.47355 0.85725 0.479
O -0.55543 -0.43817 -3.21328 -0.691
C -0.20160 -2.96570 4.47052 -0.680
H -2.13024 -2.19408 3.81345 0.419
H 0.93878 -0.86559 2.27064 0.291
N -2.03824 -0.84715 -0.78961 0.215
H -2.98438 -1.00711 -2.64009 0.328
H 0.94973 0.48463 3.44907 0.417
C -0.75094 0.61123 0.29683 -0.737
O -1.17716 1.64762 3.19622 -0.705
C 0.72440 -0.57227 3.31122 -0.426
H 0.77031 0.37533 -4.73892 0.489
C -1.08081 -2.14249 3.52571 -0.444
C 2.78960 3.56210 -4.00849 0.216
H 1.40041 -1.09018 5.29261 0.362
S -1.71910 0.34690 2.94580 1.302
C -1.64479 0.03310 1.20413 -0.233
H 1.93099 3.50020 -2.05355 0.404
C 2.88016 2.97291 -5.25940 -0.603
C 1.33708 1.26739 -4.53500 -0.593
H -0.40956 -4.03149 4.36510 0.347
C 1.98680 3.02345 -3.02081 -0.706
C 1.54615 -1.44546 4.26272 -0.704
N 0.46198 1.36665 -2.24619 0.009
H -1.89795 -2.33351 -2.24538 0.287
H 2.20816 1.35627 -6.47681 0.382
C -0.36648 0.27870 -2.24852 0.741
O 1.16288 -2.79775 4.16172 -0.392
H -0.01613 1.34394 0.56412 0.387
C -1.01552 0.05422 -0.94572 0.169
```

As for the HOMO energy: -8.78 eV. The structure (SMILES) is Cn1cc(S(=O)(=O)N2CCOCC2)cc1C(=O)Nc1cccc(Cl)c1. The value obtained for the lowest unoccupied orbital energy is 0.39 eV. The value obtained for the HOMO-LUMO gap is 9.2 eV.

=====

(two)
# C16H18ClN3O4S

The molecule C16H18ClN3O4S (ωB97M-V with the def2-TZVPD basis set, OMol25).

Structure (XYZ):
```
43
Properties=species:S:1:pos:R:3:mulliken_charge:R:1
O 0.30777 5.23875 0.71071 -0.717
H -1.62932 -0.65927 -1.71703 0.434
C -2.76399 -0.32289 0.05985 -0.623
C 1.92991 2.88435 -0.34119 -0.593
H -0.04407 -4.64147 -0.72280 0.273
H -0.83623 -5.10890 0.80939 0.310
C 2.66978 1.80340 -0.79343 -0.798
H 0.44208 -0.93482 1.89327 0.260
S -0.21640 3.94576 1.02348 1.242
H 2.08842 3.88607 -0.70579 0.494
H -3.09713 -1.34909 0.10902 0.444
C -1.93626 0.06842 -0.98273 -0.693
N 1.03092 -3.21830 1.39347 -0.264
N 1.09914 -0.94898 1.12643 -0.049
C -0.16163 0.99320 -2.99890 -0.876
O 2.17623 -2.33800 -0.34873 -0.653
C 1.42124 0.31012 0.62679 0.625
H -3.00755 2.62660 1.69739 0.472
H 2.96673 -0.31758 -0.71067 0.478
N -1.42387 3.62451 -0.11629 -0.305
H -3.80557 0.27468 1.83078 0.407
C 0.08428 -5.16168 0.22607 -0.320
C -1.49481 1.37988 -1.06049 1.272
Cl 0.37680 -6.87902 -0.13716 -0.213
H 1.45843 -5.18933 1.89486 0.403
H 3.44464 1.95128 -1.52988 0.427
H 2.15846 -4.58906 0.36924 0.348
C 1.26868 -4.58664 1.00306 -0.774
C 1.48834 -2.17703 0.63308 0.609
H 0.49596 1.59252 -3.62591 0.252
H -0.97160 0.58391 -3.61022 0.374
H -1.08524 3.88891 -1.03200 0.489
H -0.06654 1.28588 1.85953 0.433
C 0.95683 2.66031 0.61147 -0.175
C 2.41278 0.52434 -0.32964 -0.503
H 0.41253 0.17772 -2.54944 0.317
C -3.16105 0.58523 1.02301 -0.798
C -2.73253 1.90137 0.94976 -0.186
H 0.36308 -3.05471 2.12895 0.193
C -1.90561 2.30596 -0.08343 -0.518
O -0.75988 3.70549 2.32453 -0.647
O -0.65379 1.87590 -2.01734 -0.369
C 0.70005 1.40222 1.10892 -0.482
```

As for the HOMO energy: -8.56 eV. The structure (SMILES) is COc1ccccc1NS(=O)(=O)c1cccc(NC(=O)NCCCl)c1. The value obtained for the lowest unoccupied orbital energy is 0.23 eV. The value obtained for the HOMO-LUMO gap is 8.8 eV.

=====

(three)
# C16H18ClN3O4S

The molecule C16H18ClN3O4S (ωB97M-V with the def2-TZVPD basis set, OMol25).

Structure (XYZ):
```
43
Properties=species:S:1:pos:R:3:mulliken_charge:R:1
C -1.30452 2.47068 0.84595 0.949
H 1.46666 -2.52660 1.50244 0.600
C 3.30856 1.92978 -2.57283 -1.775
C -1.63190 0.31048 -2.39050 -0.976
C -0.18378 3.25767 0.21993 -1.292
C -0.67770 -2.38809 1.75479 0.293
C -1.06684 1.60762 1.91304 -0.385
N 2.42705 0.37460 -0.85784 -0.570
H -1.25480 0.93508 -3.19818 0.261
H -2.84536 3.22519 -0.44198 0.415
S 2.09898 -1.27143 -0.93449 1.399
C -2.61165 2.56965 0.38554 -0.315
N -2.00767 0.90088 2.50870 -0.528
O -0.48100 -0.18542 -1.73490 -0.318
H -0.56064 3.86856 -0.60459 0.475
H -0.06983 1.48478 2.31785 0.432
C -0.62655 -0.92557 -0.62029 0.513
C -1.85899 -1.93128 1.19200 -0.809
H -4.63167 1.89283 0.67857 0.428
C -3.60578 1.83105 1.00784 -0.477
C -1.83672 -1.20719 0.01372 -0.388
C 2.09366 1.19619 -2.00927 0.940
H 2.99709 2.54915 -3.40966 0.386
H -2.76852 -0.86468 -0.40609 0.452
H -2.23627 -0.50433 -2.79769 0.421
C 0.54540 -1.43366 -0.05696 0.004
H 3.75237 2.56919 -1.81108 0.445
O 1.92190 -1.68996 -2.29141 -0.641
H -2.79902 -2.14006 1.67689 0.432
C 1.00082 2.21472 -1.65968 0.000
H -3.98681 0.42509 2.59791 0.381
Cl -0.71310 -3.26873 3.23031 -0.242
H 1.32930 1.76211 0.27344 0.299
N 0.83707 2.39945 -0.33635 0.032
O 0.38823 2.82716 -2.50920 -0.704
H 4.05141 1.21470 -2.91838 0.450
H -2.23722 0.92388 -1.71716 0.290
H 1.68491 0.53073 -2.77730 0.332
H 0.27173 3.91157 0.97316 0.362
C -3.24941 1.01421 2.06968 -0.458
H 3.37059 0.49933 -0.52242 0.298
O 3.11485 -1.90105 -0.14243 -0.790
C 0.53151 -2.15314 1.11712 -0.616
```

As for the HOMO energy: -8.83 eV. The structure (SMILES) is COc1ccc(Cl)cc1S(=O)(=O)N[C@H](C)C(=O)NCc1cccnc1. The value obtained for the lowest unoccupied orbital energy is 0.51 eV. The value obtained for the HOMO-LUMO gap is 9.3 eV.

=====

Quick one: most stable of them? (two)

=====

(one)
# C2H6N2OS2

A cluster of 2 separate species, C2H6N2OS2 in total (ωB97M-V with the def2-TZVPD basis set, OMol25).

Structure (XYZ):
```
13
Properties=species:S:1:pos:R:3:mulliken_charge:R:1
H -2.14349 1.84764 1.13243 0.233
N 0.69561 -1.31674 -1.38421 -0.557
H -1.51911 2.78465 -0.28849 0.412
H 1.07884 -2.22492 -1.13709 0.251
O 1.30017 -2.38361 1.32831 -0.541
H 0.02550 -1.33812 -2.13516 0.234
H 2.18819 -0.06124 0.12071 0.294
C -1.35096 1.93490 0.24561 -0.892
S 0.33781 1.76843 0.94894 -0.069
N -0.03234 -0.80493 -0.27985 0.014
H -1.44775 1.26422 -0.50753 0.313
C 0.72645 0.03077 0.55155 -0.106
S 0.14108 -1.50105 1.40479 0.414
```

As for the HOMO energy: -8.61 eV. The value obtained for the lowest unoccupied orbital energy is 0.47 eV. The value obtained for the HOMO-LUMO gap is 9.1 eV.

=====

(two)
# C2H6N2OS2

The molecule C2H6N2OS2 (ωB97M-V with the def2-TZVPD basis set, OMol25).

Structure (XYZ):
```
13
Properties=species:S:1:pos:R:3:mulliken_charge:R:1
O 0.53855 2.17044 0.00333 -0.596
H -2.34274 0.33802 -1.87413 0.144
H -1.70716 1.79347 0.32196 0.306
N 0.78300 -0.15202 -0.11390 -0.053
N -1.29577 0.90532 0.19900 -0.366
S -2.33873 -0.18610 -0.62993 -0.136
C 0.32519 -1.41300 0.52088 -0.853
H -0.07367 -2.16872 -0.18060 0.305
H 2.99721 0.78358 0.21879 0.154
S 2.37499 -0.03789 -0.73959 -0.174
C 0.09299 1.03066 0.01248 0.603
H 1.16539 -1.91525 1.06073 0.267
H -0.51924 -1.14850 1.20097 0.399
```

As for the HOMO energy: -9.36 eV. The structure (SMILES) is CN(S)C(=O)NS. The value obtained for the lowest unoccupied orbital energy is 0.60 eV. The value obtained for the HOMO-LUMO gap is 10.0 eV.

=====

Quick one: most stable of them? (two)